{
  "formula": "C4H8N2O",
  "method": "the ωB97M-V functional and the def2-TZVPD basis",
  "symbols": ["C", "C", "C", "N", "C", "N", "H", "H", "H", "H", "H", "H", "O", "H", "H"],
  "positions_angstrom": [[-1.80866, -1.58870, -0.50101], [-0.45347, -1.30908, 0.05649], [0.68880, -2.04577, -0.11763], [1.75155, -1.43064, 0.54452], [1.19312, -0.67209, 1.46507], [-0.10330, -0.26157, 0.99766], [-2.24390, -0.88133, -1.24681], [-2.57823, -1.76204, 0.24951], [-1.78993, -2.50997, -0.99827], [0.90621, -3.02435, -0.64173], [1.77096, -0.42920, 2.35933], [-0.55601, 0.63840, 0.87180], [-0.41213, 5.40559, -1.73088], [-1.35052, 5.61572, -1.72478], [-0.11802, 4.64745, -1.23472]],
  "forces_ev_per_a": [[-0.81, 1.39, 0.19], [0.93, 0.45, 0.25], [0.26, 0.45, -1.17], [-0.77, -2.24, 3.05], [0.46, 1.79, -3.32], [-0.29, -3.12, -0.06], [0.61, -0.11, 0.63], [0.04, 0.40, 0.40], [0.43, -1.41, -0.93], [-0.65, 1.61, 0.38], [-0.65, 0.99, -0.40], [0.42, -0.20, 0.97], [0.60, 1.04, -0.85], [0.17, -0.75, 0.51], [-0.77, -0.28, 0.33]],
  "nbo_charge": [-0.65, 0.10, -0.11, -0.45, 0.19, -0.60, 0.22, 0.22, 0.23, 0.22, 0.21, 0.42, -0.96, 0.48, 0.48],
  "total_energy_ha": -341.90154,
  "relative_energy_kcal_mol": 64.1,
  "homo_energy_ev": -8.46,
  "max_force_ev_per_a": 3.9
}



{
  "formula": "C4H8N2O",
  "method": "the ωB97M-V functional and the def2-TZVPD basis",
  "symbols": ["C", "C", "N", "N", "C", "C", "O", "H", "H", "H", "H", "H", "H", "H", "H"],
  "positions_angstrom": [[1.08260, 1.93156, 0.33953], [0.67208, 0.74506, -0.53339], [-0.75895, 0.84694, -0.74933], [-1.57097, 0.14131, -0.17842], [-1.35109, -0.96073, 0.62781], [-0.74815, -2.10915, 0.29031], [-0.11998, -2.38756, -0.87723], [2.16453, 1.95577, 0.44229], [0.63229, 1.84733, 1.32955], [0.74668, 2.86201, -0.11710], [1.13864, 0.83943, -1.51291], [0.98848, -0.18604, -0.05561], [-1.93666, -0.92733, 1.53434], [-0.80250, -2.98083, 0.92435], [-0.13699, -1.61776, -1.46419]],
  "forces_ev_per_a": [[-0.10, -0.06, -0.15], [0.52, -0.23, 0.51], [0.32, 0.90, -0.68], [-1.56, 0.20, -0.44], [0.87, -1.00, 0.75], [-0.30, 0.28, -0.08], [0.13, 0.21, -0.13], [0.06, 0.03, 0.05], [0.04, 0.01, -0.02], [0.02, 0.02, 0.04], [0.04, -0.08, -0.05], [-0.01, -0.05, -0.06], [0.03, -0.11, 0.09], [-0.02, 0.01, 0.08], [-0.03, -0.13, 0.09]],
  "nbo_charge": [-0.60, -0.32, -0.11, -0.15, -0.24, 0.14, -0.67, 0.22, 0.21, 0.22, 0.21, 0.19, 0.23, 0.19, 0.48],
  "total_energy_ha": -341.87246,
  "relative_energy_kcal_mol": 82.3,
  "homo_energy_ev": -8.25,
  "max_force_ev_per_a": 1.6
}



{
  "formula": "C4H8N2O",
  "method": "the ωB97M-V functional and the def2-TZVPD basis",
  "symbols": ["C", "N", "C", "N", "C", "O", "C", "H", "H", "H", "H", "H", "H", "H", "H"],
  "positions_angstrom": [[-2.42856, -0.86700, -0.44198], [-0.99600, -0.66484, -0.57390], [-0.40955, 0.38784, -0.03885], [0.96051, 2.21012, 1.38333], [0.98131, 0.53530, -0.22070], [1.51395, 1.58587, 0.41196], [2.06746, -0.33340, -0.77781], [-2.90936, -0.97971, -1.41948], [-2.82174, 0.01829, 0.05996], [-2.64351, -1.75234, 0.16754], [-0.49708, -1.38274, -1.10014], [0.05242, 1.72071, 1.51815], [1.78417, -0.84640, -1.70074], [2.97117, 0.25480, -0.96750], [2.33522, -1.09807, -0.03287]],
  "forces_ev_per_a": [[-0.17, -0.02, 0.05], [0.13, 0.02, -0.01], [0.11, -0.26, -0.24], [-1.07, 0.97, 1.22], [-0.54, -0.59, -0.03], [1.69, -0.33, -0.76], [-0.07, -0.08, -0.13], [0.10, 0.00, 0.11], [0.01, -0.17, -0.09], [0.03, 0.10, -0.12], [0.00, 0.08, 0.10], [0.08, 0.18, 0.03], [-0.03, 0.07, 0.07], [-0.21, -0.05, -0.02], [-0.05, 0.08, -0.16]],
  "nbo_charge": [-0.41, -0.53, -0.10, -0.22, 0.20, -0.23, -0.68, 0.20, 0.23, 0.19, 0.36, 0.30, 0.21, 0.24, 0.23],
  "total_energy_ha": -341.75847,
  "relative_energy_kcal_mol": 153.8,
  "homo_energy_ev": [-8.28, -8.10],
  "max_force_ev_per_a": 1.9
}



{
  "formula": "C4H8N2O",
  "method": "the ωB97M-V functional and the def2-TZVPD basis",
  "symbols": ["C", "N", "C", "C", "C", "O", "N", "H", "H", "H", "H", "H", "H", "H", "H"],
  "positions_angstrom": [[1.66545, -1.04401, 0.06930], [0.57562, -0.12829, -0.22609], [-1.10149, -0.42060, -0.41073], [0.35695, 1.26955, 0.26647], [-1.09161, 1.41763, 0.29197], [0.91446, 1.02499, -1.01432], [-1.49716, -1.39859, 0.30700], [-2.32961, -1.84091, -0.07172], [-1.30705, -0.25825, -1.47197], [1.06941, 1.58205, 1.03189], [2.49041, -0.48953, 0.51696], [1.25210, -1.79298, 0.74175], [2.00473, -1.50751, -0.85711], [-1.47517, 2.10354, -0.45778], [-1.52702, 1.48291, 1.28436]],
  "forces_ev_per_a": [[-0.04, 0.18, -0.21], [-0.58, 1.09, 0.39], [-0.12, 1.51, 0.19], [0.82, -1.20, 0.19], [0.07, -1.42, -0.93], [-0.19, -0.01, 0.11], [-0.07, -0.09, 0.37], [0.30, -0.11, -0.10], [0.02, -0.06, -0.03], [0.01, 0.11, -0.21], [-0.07, -0.09, 0.08], [0.04, 0.00, 0.02], [-0.06, -0.03, 0.05], [-0.08, 0.12, 0.18], [-0.06, 0.00, -0.10]],
  "nbo_charge": [-0.43, -0.05, 0.26, 0.25, -0.62, -0.35, -0.88, 0.36, 0.15, 0.18, 0.21, 0.25, 0.22, 0.22, 0.22],
  "total_energy_ha": -341.74701,
  "relative_energy_kcal_mol": 161.0,
  "homo_energy_ev": -7.16,
  "max_force_ev_per_a": 1.7
}



{
  "formula": "C4H8N2O",
  "method": "the ωB97M-V functional and the def2-TZVPD basis",
  "symbols": ["C", "C", "C", "C", "N", "N", "O", "H", "H", "H", "H", "H", "H", "H", "H"],
  "positions_angstrom": [[-0.60900, -1.04413, 0.03807], [0.80801, -1.09836, 0.02328], [-2.57568, 0.31038, 0.00566], [2.59935, 0.71503, 0.03510], [-1.14323, 0.17643, 0.03834], [1.59342, -0.13651, 0.00375], [-0.43841, 1.17964, 0.02942], [-1.22751, -1.92870, 0.04907], [1.21893, -2.12862, 0.01533], [-3.08586, -0.64495, 0.09846], [-2.90253, 0.99697, 0.79850], [-2.85673, 0.81125, -0.93499], [3.55143, 0.26353, -0.34909], [2.47819, 1.51778, -0.73000], [2.80060, 1.12930, 1.03927]],
  "forces_ev_per_a": [[0.29, 0.28, 0.05], [1.83, -1.76, -0.09], [-1.81, 0.91, -0.10], [2.56, 1.76, -0.59], [-1.30, 0.46, -0.07], [-1.69, -1.20, 0.22], [0.10, 0.16, 0.04], [-0.15, -0.05, 0.00], [0.19, 0.30, 0.01], [0.21, -0.04, -0.02], [0.28, -0.18, 0.00], [0.20, -0.23, 0.10], [-0.17, -0.28, 0.25], [-0.28, -0.04, 0.37], [-0.25, -0.11, -0.17]],
  "nbo_charge": [0.22, 0.05, -0.49, -0.52, 0.18, 0.10, -0.06, 0.30, 0.32, 0.27, 0.31, 0.31, 0.35, 0.34, 0.34],
  "total_energy_ha": -341.03086,
  "charge": 2,
  "relative_energy_kcal_mol": 44.9,
  "homo_energy_ev": [-21.19, -20.41],
  "max_force_ev_per_a": 3.2
}



{
  "formula": "C4H8N2O2",
  "method": "the ωB97M-V functional and the def2-TZVPD basis",
  "symbols": ["N", "C", "C", "O", "N", "C", "C", "O", "H", "H", "H", "H", "H", "H", "H", "H"],
  "positions_angstrom": [[1.88509, -1.69019, -0.92746], [0.76591, -0.96049, -0.39118], [0.84721, 0.54746, -0.57237], [1.64256, 1.09132, -1.30669], [-0.06431, 1.30306, 0.09860], [-0.97877, 0.86146, 1.13184], [-2.21041, 0.23551, 0.51078], [-2.53356, -0.90271, 0.72722], [2.72971, -1.48414, -0.40388], [1.98587, -1.47620, -1.90708], [0.57607, -1.24845, 0.63564], [-0.15686, -1.27458, -0.89421], [0.07656, 2.30124, -0.05956], [-1.22608, 1.72069, 1.74996], [-0.54552, 0.11670, 1.79505], [-2.79345, 0.85931, -0.18665]],
  "forces_ev_per_a": [[-0.29, -0.30, 0.41], [-0.28, -0.11, -0.41], [-0.01, -0.06, 0.14], [0.33, -0.15, -0.26], [-0.14, 0.81, 0.26], [0.16, -0.05, -0.15], [-0.19, -0.26, 0.21], [0.00, 0.13, -0.01], [-0.05, 0.08, -0.45], [0.42, 0.14, -0.01], [0.20, 0.09, 0.34], [0.08, -0.03, -0.12], [-0.19, -0.49, 0.16], [-0.26, 0.10, -0.03], [0.18, -0.06, 0.01], [0.05, 0.15, -0.11]],
  "nbo_charge": [-0.81, -0.33, 0.66, -0.61, -0.63, -0.33, 0.43, -0.50, 0.36, 0.37, 0.21, 0.22, 0.41, 0.23, 0.22, 0.12],
  "total_energy_ha": -417.20246,
  "relative_energy_kcal_mol": 33.6,
  "homo_energy_ev": -9.48,
  "max_force_ev_per_a": 0.9
}



Repeat the second record exactly.
{
  "formula": "C4H8N2O",
  "method": "the ωB97M-V functional and the def2-TZVPD basis",
  "symbols": ["C", "C", "N", "N", "C", "C", "O", "H", "H", "H", "H", "H", "H", "H", "H"],
  "positions_angstrom": [[1.08260, 1.93156, 0.33953], [0.67208, 0.74506, -0.53339], [-0.75895, 0.84694, -0.74933], [-1.57097, 0.14131, -0.17842], [-1.35109, -0.96073, 0.62781], [-0.74815, -2.10915, 0.29031], [-0.11998, -2.38756, -0.87723], [2.16453, 1.95577, 0.44229], [0.63229, 1.84733, 1.32955], [0.74668, 2.86201, -0.11710], [1.13864, 0.83943, -1.51291], [0.98848, -0.18604, -0.05561], [-1.93666, -0.92733, 1.53434], [-0.80250, -2.98083, 0.92435], [-0.13699, -1.61776, -1.46419]],
  "forces_ev_per_a": [[-0.10, -0.06, -0.15], [0.52, -0.23, 0.51], [0.32, 0.90, -0.68], [-1.56, 0.20, -0.44], [0.87, -1.00, 0.75], [-0.30, 0.28, -0.08], [0.13, 0.21, -0.13], [0.06, 0.03, 0.05], [0.04, 0.01, -0.02], [0.02, 0.02, 0.04], [0.04, -0.08, -0.05], [-0.01, -0.05, -0.06], [0.03, -0.11, 0.09], [-0.02, 0.01, 0.08], [-0.03, -0.13, 0.09]],
  "nbo_charge": [-0.60, -0.32, -0.11, -0.15, -0.24, 0.14, -0.67, 0.22, 0.21, 0.22, 0.21, 0.19, 0.23, 0.19, 0.48],
  "total_energy_ha": -341.87246,
  "relative_energy_kcal_mol": 82.3,
  "homo_energy_ev": -8.25,
  "max_force_ev_per_a": 1.6
}